{"formula": "C4H9N2S", "method": "ωB97M-V/def2-TZVPD", "e_lumo_ev": [-3.53, -7.38], "fmax_ev_per_a": 3.754, "total_charge": 1, "spin_multiplicity": 3, "de_lowest_kj_mol": 92.2, "species": ["C", "C", "C", "C", "N", "N", "S", "H", "H", "H", "H", "H", "H", "H", "H", "H"], "coordinates": [[0.439954, 1.803596, 0.361162], [0.023283, -0.193417, -0.434915], [1.108737, -1.256176, -0.320334], [-1.271180, -0.794226, -0.944384], [-0.094010, 0.610736, 0.728743], [0.695888, 2.894011, 1.045296], [0.747589, 1.199746, -1.564486], [2.027340, -0.708876, -0.068002], [1.192664, -2.002764, -1.190370], [0.675712, -1.994141, 0.304427], [-1.441483, -1.735960, -0.421738], [-1.183843, -0.908021, -2.040930], [-2.217372, -0.299331, -1.000332], [-0.699529, 0.426305, 1.568692], [0.038787, 3.047918, 1.741161], [1.061019, 3.541706, 0.342118]], "forces_ev_per_angstrom": [[-0.1, -2.2, 2.4], [-0.6, -1.0, -2.2], [-0.3, -0.2, -2.0], [0.2, -0.5, -1.5], [0.0, 3.5, 1.4], [0.5, -1.5, -3.0], [-0.3, -1.2, -1.1], [0.0, -1.1, 0.3], [0.2, 2.0, 0.4], [0.3, -0.4, 2.0], [0.0, -0.2, -0.4], [0.5, -0.9, 0.4], [-0.4, 1.3, 1.1], [1.0, 0.0, -1.2], [-0.9, 1.6, 2.0], [-0.3, 0.9, 1.3]]}

{"formula": "C4H9N2S2", "method": "ωB97M-V/def2-TZVPD", "e_lumo_ev": -3.70, "fmax_ev_per_a": 4.281, "total_charge": 1, "de_lowest_kj_mol": 292.2, "species": ["C", "N", "C", "C", "N", "C", "S", "S", "H", "H", "H", "H", "H", "H", "H", "H", "H"], "coordinates": [[-0.423597, 1.032752, -0.905789], [-0.499130, 0.051297, 0.150920], [0.182896, 0.341998, 1.444472], [0.707303, -1.048473, 1.906481], [0.776836, -1.912032, 1.020543], [0.142653, -1.244179, -0.345436], [-1.197902, -2.295436, -0.958096], [1.556909, -0.896138, -1.513661], [-1.158132, 1.860814, -0.575486], [0.644063, 1.322453, -1.237337], [-0.701310, 0.698490, -1.872769], [-1.479169, -0.327681, 0.361895], [-0.565665, 0.678787, 2.181874], [1.161539, 1.010785, 1.229112], [1.202395, -1.355750, 2.851809], [-0.373321, -3.242451, -1.458422], [1.853478, -2.250400, -1.661930]], "forces_ev_per_angstrom": [[-0.4, 3.7, -0.3], [0.1, -3.3, 0.1], [2.1, 0.4, 1.1], [0.6, 1.1, 0.3], [-1.4, 0.0, -4.0], [2.0, -2.1, 1.9], [0.4, 0.1, -0.2], [-0.4, -1.5, 0.5], [1.8, -0.8, -0.9], [-1.5, 0.1, 1.8], [-1.2, -1.1, -0.5], [1.2, 1.4, -0.4], [0.7, 0.7, -0.5], [-2.6, -1.1, 0.7], [-0.7, 1.0, -0.2], [-0.3, 0.2, 0.1], [-0.2, 1.2, 0.3]]}

{"formula": "C4H9N2S2", "method": "ωB97M-V/def2-TZVPD", "e_lumo_ev": [-3.47, -6.78], "fmax_ev_per_a": 5.572, "total_charge": 1, "spin_multiplicity": 3, "de_lowest_kj_mol": 67.9, "species": ["C", "C", "C", "C", "N", "N", "S", "S", "H", "H", "H", "H", "H", "H", "H", "H", "H"], "coordinates": [[-0.469721, 0.027186, -0.043072], [-2.237626, -1.512785, -0.490870], [1.888555, -0.336211, 0.417372], [1.052825, 1.911425, -0.001450], [-0.848410, -1.233964, -0.060981], [0.821571, 0.470117, 0.022943], [-1.699631, 1.210177, -0.098201], [-3.202506, -0.168760, 0.198946], [-2.283377, -1.547057, -1.641357], [-2.621564, -2.385182, -0.122732], [2.373183, 0.409414, 1.155004], [1.564701, -1.194403, 0.937691], [2.582008, -0.645962, -0.362933], [1.943098, 2.179721, 0.505263], [0.972927, 2.375567, -0.927901], [0.357024, 2.421095, 0.709641], [-0.193064, -1.980383, -0.197362]], "forces_ev_per_angstrom": [[2.3, 1.5, -0.3], [1.6, 2.7, -1.8], [2.5, 1.3, 1.7], [-1.5, 0.4, 2.8], [-0.5, -1.1, -0.6], [-3.8, 0.4, -1.0], [2.8, 3.3, -1.0], [-4.5, -3.2, 0.5], [-0.1, 0.3, 1.6], [-0.6, -2.3, 1.1], [0.2, -2.1, -0.9], [-0.4, -1.0, 0.8], [0.0, 0.3, -0.2], [1.5, -0.3, -0.1], [-0.1, 0.5, -1.8], [0.1, -0.4, -0.8], [0.4, -0.2, 0.0]]}

{"formula": "C4H9N3", "method": "ωB97M-V/def2-TZVPD", "e_lumo_ev": 1.05, "fmax_ev_per_a": 2.490, "total_charge": 0, "de_lowest_kj_mol": 249.8, "species": ["H", "N", "N", "C", "C", "C", "N", "C", "H", "H", "H", "H", "H", "H", "H", "H"], "coordinates": [[-3.986879, -0.067053, -0.144137], [-3.114385, 0.283662, -0.579895], [-2.259746, -0.610797, -0.607511], [-0.913494, -0.086338, -1.077199], [0.154899, -0.406194, -0.075474], [0.012298, -1.204523, 0.976690], [1.216565, 0.441451, -0.373422], [2.206058, 0.740860, 0.638525], [-1.070452, 0.989068, -1.270554], [-0.692206, -0.614481, -2.011857], [0.766690, -1.284920, 1.737294], [-0.889707, -1.774215, 1.098025], [1.102196, 1.180155, -1.051691], [3.085056, 1.200306, 0.190896], [2.541323, -0.182863, 1.111261], [1.841785, 1.395882, 1.439050]], "forces_ev_per_angstrom": [[0.3, -0.4, -0.4], [0.7, 0.0, 0.2], [0.2, 0.6, 0.1], [-2.2, -1.1, -0.3], [-0.2, 2.1, -0.6], [0.1, -0.1, 0.1], [1.0, -0.3, 0.7], [0.2, -0.3, 0.1], [0.5, -0.3, 0.2], [-0.1, 0.2, 0.0], [0.2, -0.1, 0.1], [-0.1, -0.1, 0.0], [-0.4, -0.3, 0.1], [0.0, 0.1, -0.1], [0.0, 0.0, -0.1], [-0.1, 0.0, -0.1]]}

{"formula": "C4H9N3", "method": "ωB97M-V/def2-TZVPD", "e_lumo_ev": 0.77, "fmax_ev_per_a": 2.621, "total_charge": 0, "de_lowest_kj_mol": 264.1, "species": ["H", "N", "C", "N", "C", "C", "N", "C", "H", "H", "H", "H", "H", "H", "H", "H"], "coordinates": [[1.562959, 1.954552, 0.044339], [0.681113, 2.379418, 0.064963], [-0.298538, 1.569886, -0.080324], [-0.331802, 0.280863, -0.435374], [0.904302, -0.482076, -0.700345], [1.422532, -1.279823, 0.498545], [-1.418268, -0.518794, -0.405137], [-2.557118, -0.217988, 0.148799], [-1.319532, 1.891395, 0.134329], [0.737443, -1.200406, -1.547655], [1.760029, 0.222285, -0.957872], [0.743680, -2.141098, 0.696823], [2.496253, -1.589462, 0.188479], [1.603954, -0.507048, 1.285626], [-3.363708, -0.961372, 0.120524], [-2.623300, 0.599664, 0.944274]], "forces_ev_per_angstrom": [[1.6, -0.8, -0.4], [-2.1, 0.5, 0.4], [-0.3, 1.6, 0.9], [1.6, -2.1, -0.1], [1.0, 0.0, -0.9], [1.5, 0.6, -0.7], [-2.5, -0.3, -0.1], [2.2, 0.5, 1.4], [0.2, 0.6, -0.3], [-0.1, 1.0, 0.6], [-1.5, -0.6, -0.1], [0.8, 0.8, 0.4], [-1.8, -0.1, 0.6], [-0.6, -1.2, 0.1], [0.5, 0.4, -0.3], [-0.3, -0.8, -1.4]]}

{"formula": "C4H9N3", "method": "ωB97M-V/def2-TZVPD", "e_lumo_ev": 1.08, "fmax_ev_per_a": 4.254, "total_charge": 0, "de_lowest_kj_mol": 192.1, "species": ["H", "N", "C", "C", "C", "N", "C", "N", "H", "H", "H", "H", "H", "H", "H", "H"], "coordinates": [[1.434516, 1.640468, -1.496699], [1.637814, 1.136342, -0.624859], [0.586191, 0.912608, 0.063893], [0.338940, -0.071948, 1.125285], [0.656422, -1.374413, 0.984246], [1.164533, -1.968205, -0.163528], [-0.910577, 1.192005, -0.589587], [-2.089740, 0.617773, 0.004504], [-0.119102, 0.303773, 2.032848], [0.630571, -2.024412, 1.856838], [1.828155, -1.352866, -0.644944], [1.638919, -2.847299, 0.023699], [-0.808729, 0.831994, -1.617135], [-0.976526, 2.282650, -0.600693], [-2.937459, 1.118255, -0.249030], [-2.073927, -0.396724, -0.104839]], "forces_ev_per_angstrom": [[-0.1, 0.1, 0.4], [-0.4, -0.2, 1.0], [-3.2, -1.3, -2.5], [1.8, -0.3, 0.8], [0.4, 0.8, 0.8], [1.1, 0.1, -0.3], [1.6, 1.1, -0.3], [0.7, -0.1, 0.8], [0.0, -0.3, 0.0], [-0.7, 0.0, -0.2], [-0.5, -0.2, 0.0], [-0.3, 0.2, 0.0], [0.4, 0.2, -0.2], [-0.3, 0.0, -0.2], [0.3, -0.7, -0.1], [-0.6, 0.6, 0.0]]}

{"formula": "C4H9N3", "method": "ωB97M-V/def2-TZVPD", "e_lumo_ev": [0.80, 0.80], "fmax_ev_per_a": 2.473, "total_charge": 0, "de_lowest_kj_mol": 226.6, "species": ["C", "C", "N", "C", "C", "N", "N", "H", "H", "H", "H", "H", "H", "H", "H", "H"], "coordinates": [[-2.049646, -0.950911, -0.399711], [-1.787631, 0.222792, 0.485650], [-0.848423, 1.110679, 0.384905], [0.397790, 0.611441, 0.205501], [1.452000, 1.541624, -0.326308], [0.573033, -0.616532, 0.606218], [1.701341, -1.303434, 0.268382], [-2.200361, -1.835026, 0.221114], [-2.963964, -0.791439, -0.973371], [-1.207044, -1.139179, -1.061423], [-2.655737, 0.554094, 1.055708], [2.345231, 1.522011, 0.301025], [1.053737, 2.552454, -0.344288], [1.737767, 1.256498, -1.340344], [1.956095, -1.968667, 0.985940], [2.495811, -0.766406, -0.068998]], "forces_ev_per_angstrom": [[0.7, -0.6, 0.5], [-0.7, 1.8, -1.4], [-1.3, -0.5, 2.0], [1.3, -1.3, -0.5], [-0.1, -0.4, -0.2], [-0.3, 0.8, -0.3], [0.6, 0.1, -0.1], [0.0, -0.2, -0.1], [0.0, 0.2, 0.1], [-0.1, -0.1, 0.0], [-0.2, 0.0, 0.0], [0.0, 0.0, 0.0], [0.0, 0.0, 0.0], [0.1, 0.1, -0.1], [0.0, 0.2, -0.1], [0.0, 0.0, 0.1]]}